1.
{
  "formula": "C32H34BrFeOP",
  "method": "ωB97M-V/def2-TZVPD",
  "total_energy_ev": -149494.6630,
  "charge": 1,
  "s2": 0.83,
  "e_lumo_ev": [-3.83, -3.36],
  "multiplicity": 2,
  "species": ["Fe", "C", "C", "C", "C", "C", "C", "P", "C", "C", "C", "C", "C", "C", "C", "C", "C", "C", "C", "C", "H", "H", "H", "H", "H", "H", "H", "H", "H", "H", "H", "H", "H", "H", "C", "C", "C", "C", "C", "C", "C", "Br", "C", "O", "C", "C", "C", "C", "C", "C", "H", "H", "H", "H", "H", "H", "H", "H", "H", "H", "H", "H", "H", "H", "H", "H", "H", "H", "H", "H"],
  "positions_angstrom": [[-0.13844, 0.05669, -1.74587], [0.36415, 6.51231, -2.40469], [0.23761, 5.78745, -1.22746], [0.30575, 4.40379, -1.25649], [0.50824, 3.75412, -2.47313], [0.63610, 4.48015, -3.65738], [0.56106, 5.86254, -3.61676], [0.64437, 1.97502, -2.47865], [-0.17317, 1.23146, -3.91172], [0.32396, 0.07557, -4.52369], [-0.46341, -0.62239, -5.44025], [-1.73670, -0.18166, -5.74050], [-2.24816, 0.96314, -5.12374], [-1.48468, 1.65552, -4.20938], [2.24283, 1.18700, -2.32058], [3.57669, 1.46993, -2.54823], [4.49094, 0.46942, -2.23481], [4.06596, -0.74900, -1.71244], [2.71805, -1.01371, -1.48573], [1.79448, -0.03397, -1.80936], [0.30626, 7.59230, -2.37850], [0.07977, 6.29880, -0.28771], [0.19846, 3.83055, -0.34299], [0.78765, 3.96920, -4.60053], [0.65681, 6.43348, -4.53039], [1.33117, -0.26272, -4.31832], [-0.05972, -1.50385, -5.91986], [-2.34387, -0.72292, -6.45358], [-3.24775, 1.30321, -5.35843], [-1.88574, 2.53792, -3.72360], [3.90202, 2.42866, -2.93044], [5.54809, 0.64119, -2.38809], [4.80318, -1.50455, -1.47404], [2.41210, -1.96547, -1.06764], [-0.11406, -4.48006, 4.32187], [-1.34166, -4.26450, 3.42573], [-1.61811, -5.56167, 2.66610], [-2.56384, -3.94019, 4.29680], [-1.07890, -3.09447, 2.48051], [-1.09752, -3.22705, 1.10056], [-0.85900, -2.10218, 0.34248], [-0.85027, -2.23563, -1.57352], [-0.59458, -0.83097, 0.83884], [-0.40855, 0.20830, 0.00959], [-0.53941, -0.69102, 2.23837], [-0.79917, -1.82932, 2.99538], [-0.24250, 0.61674, 2.99172], [0.91745, 0.37100, 3.97192], [-1.50090, 1.01673, 3.77774], [0.16173, 1.81005, 2.11744], [-0.29296, -5.31445, 5.00225], [0.10718, -3.59956, 4.92670], [0.76883, -4.71001, 3.72257], [-1.79451, -6.36709, 3.37940], [-0.76975, -5.85379, 2.04339], [-2.50598, -5.48014, 2.03542], [-2.76531, -4.76794, 4.97920], [-3.44980, -3.78166, 3.67940], [-2.40521, -3.04416, 4.89831], [-1.29290, -4.17500, 0.61996], [-0.78064, -1.72430, 4.07217], [0.68716, -0.39508, 4.71138], [1.13919, 1.29240, 4.51350], [1.81814, 0.06611, 3.43555], [-1.80150, 0.24249, 4.48451], [-2.33773, 1.20036, 3.10114], [-1.31000, 1.93164, 4.34236], [1.04671, 1.59165, 1.51837], [0.39593, 2.64724, 2.77850], [-0.64163, 2.11637, 1.44933]],
  "lowdin_spin": [1.17, 0.00, 0.00, 0.00, -0.01, 0.00, 0.00, -0.06, -0.01, -0.01, 0.00, 0.00, 0.00, 0.00, 0.00, -0.01, 0.02, -0.01, 0.01, -0.09, 0.00, 0.00, 0.00, 0.00, 0.00, 0.00, 0.00, 0.00, 0.00, 0.00, 0.00, 0.00, 0.00, 0.00, 0.00, 0.00, 0.00, 0.00, 0.00, 0.00, 0.00, 0.00, 0.00, 0.00, 0.00, 0.00, 0.00, 0.00, 0.00, 0.00, 0.00, 0.00, 0.00, 0.00, 0.00, 0.00, 0.00, 0.00, 0.00, 0.00, 0.00, 0.00, 0.00, 0.00, 0.00, 0.00, 0.00, 0.00, 0.00, 0.00]
}

2.
{
  "formula": "C32H34ClNPPmSi",
  "method": "ωB97M-V/def2-TZVPD",
  "total_energy_ev": -81471.8719,
  "s2": 6.01,
  "e_lumo_ev": [0.13, 0.26],
  "multiplicity": 5,
  "species": ["C", "C", "C", "H", "C", "C", "H", "H", "H", "H", "Pm", "Cl", "P", "C", "C", "H", "C", "H", "C", "H", "C", "H", "C", "H", "C", "C", "H", "C", "H", "C", "H", "C", "H", "C", "H", "C", "C", "H", "C", "H", "C", "H", "C", "H", "C", "H", "C", "Si", "C", "C", "N", "C", "C", "C", "C", "C", "C", "H", "H", "H", "H", "H", "H", "H", "H", "H", "H", "H", "H", "H", "H"],
  "positions_angstrom": [[-0.05163, 0.32028, 3.77432], [-1.09483, 0.39207, 2.79107], [-1.55298, -0.94105, 2.53368], [-1.54143, 1.30328, 2.39640], [-0.81721, -1.83335, 3.36932], [0.10988, -1.05659, 4.13692], [0.83732, -1.44505, 4.86297], [0.44129, 1.17512, 4.23643], [-2.38659, -1.19514, 1.87650], [-0.93037, -2.92374, 3.39835], [1.09242, -1.04592, 1.75786], [0.69796, -2.92972, 0.12970], [-2.28050, 0.21130, -1.71504], [-3.53522, -1.03359, -1.45841], [-4.91039, -0.73778, -1.56407], [-5.21709, 0.28390, -1.76116], [-5.85007, -1.74496, -1.42187], [-6.91151, -1.52362, -1.53923], [-5.45453, -3.05667, -1.14350], [-6.20651, -3.86202, -1.07122], [-4.08946, -3.33948, -0.97199], [-3.80133, -4.36300, -0.75537], [-3.13363, -2.33531, -1.08580], [-2.08253, -2.53536, -0.88159], [-2.76390, 1.88919, -1.27847], [-3.50549, 2.11982, -0.09085], [-3.75588, 1.28448, 0.56006], [-3.88419, 3.41536, 0.24140], [-4.51510, 3.59074, 1.10690], [-3.47366, 4.50718, -0.52960], [-3.81296, 5.51658, -0.28982], [-2.64021, 4.28366, -1.63459], [-2.29107, 5.13366, -2.21401], [-2.26668, 2.99657, -2.00294], [-1.58081, 2.83083, -2.82768], [-1.32977, 0.00485, -3.21514], [-1.95837, -0.39493, -4.40655], [-3.02310, -0.62884, -4.39505], [-1.21916, -0.48078, -5.57824], [-1.71372, -0.75696, -6.51096], [0.15105, -0.21261, -5.57032], [0.72401, -0.26139, -6.50476], [0.79218, 0.12103, -4.37023], [1.86312, 0.31228, -4.38372], [0.07381, 0.20561, -3.18430], [0.56680, 0.41207, -2.22839], [1.72568, 2.43565, 0.94108], [3.33486, 1.64788, 1.54026], [4.80497, 2.10512, 0.49003], [3.57252, 1.96304, 3.36738], [3.16862, -0.10620, 1.35217], [3.94484, -1.26412, 1.47184], [4.20510, -2.02457, 0.30286], [4.89030, -3.22954, 0.38638], [5.25744, -3.75369, 1.63657], [4.87745, -3.08399, 2.79825], [4.18623, -1.86792, 2.73346], [1.87033, 3.52930, 0.88131], [0.86291, 2.27474, 1.60175], [1.44525, 2.10082, -0.06996], [5.20971, 3.11553, 0.64429], [5.60901, 1.38873, 0.69808], [4.55646, 1.99367, -0.57463], [2.65640, 1.80372, 3.95311], [4.32718, 1.26944, 3.75379], [3.92737, 2.98442, 3.57110], [3.81104, -1.64388, -0.64551], [5.16036, -3.76804, -0.52691], [5.83211, -4.68120, 1.69003], [5.14330, -3.51143, 3.77335], [3.85256, -1.34944, 3.64294]],
  "lowdin_spin": [0.00, -0.01, 0.00, 0.00, 0.00, -0.01, 0.00, 0.00, 0.00, 0.00, 4.07, -0.01, 0.00, 0.00, 0.00, 0.00, 0.00, 0.00, 0.00, 0.00, 0.00, 0.00, 0.00, 0.00, 0.00, 0.00, 0.00, 0.00, 0.00, 0.00, 0.00, 0.00, 0.00, 0.00, 0.00, 0.00, 0.00, 0.00, 0.00, 0.00, 0.00, 0.00, 0.00, 0.00, 0.00, 0.00, 0.00, 0.00, 0.00, 0.00, -0.02, 0.00, 0.00, 0.00, 0.00, 0.00, 0.00, 0.00, 0.00, 0.00, 0.00, 0.00, 0.00, 0.00, 0.00, 0.00, 0.00, 0.00, 0.00, 0.00, 0.00]
}